# 1
Below is the molecule C7H12, with properties calculated with ωB97M-V/def2-TZVPD.

Geometry as XYZ:
```
19
Properties=species:S:1:pos:R:3:forces:R:3:lowdin_charge:R:1
C 1.5968 -0.2385 1.1378 0.227 0.187 -0.056 -0.0166
C 1.0019 0.8944 0.7773 0.217 -0.105 0.145 -0.1680
C 0.2522 1.1539 -0.5136 0.054 0.014 0.037 -0.3553
C 0.7450 0.3952 -1.7537 -0.021 -0.071 0.024 -0.0656
C -1.1597 0.9128 0.0249 -0.207 -0.041 0.133 -0.0997
C -1.5771 -0.2203 0.5887 -0.172 0.177 -0.248 -0.1655
C -1.0462 -1.6023 0.3817 -0.353 -0.150 -0.266 -0.0980
H 1.8024 -1.0411 0.4356 -0.010 0.139 0.074 0.0536
H 1.8363 -0.4319 2.1793 0.250 0.142 -0.164 0.0581
H 0.7957 1.6524 1.5348 0.155 -0.172 -0.037 0.1090
H 0.3155 2.2206 -0.7637 0.039 -0.148 0.130 0.1257
H 0.1372 0.6389 -2.6321 0.030 -0.007 0.198 0.0792
H 1.7789 0.6885 -1.9741 -0.186 -0.032 0.066 0.0825
H 0.7324 -0.6916 -1.6431 -0.019 0.178 0.021 0.0550
H -1.7722 1.8005 0.1788 0.132 -0.089 -0.024 0.1016
H -2.4944 -0.2116 1.1744 -0.068 0.155 -0.226 0.1003
H -1.8455 -2.0070 -0.2505 0.197 -0.588 0.073 0.0851
H -0.9827 -2.2096 1.2901 -0.075 0.205 -0.037 0.0823
H -0.1163 -1.7033 -0.1728 -0.189 0.207 0.157 0.0364
```
Positions in Å, forces in eV/Å.

Summary:
SMILES: C=C[C@@H](C)/C=C\C
ΔE to the lowest compared entry with this formula, charge and spin: 37.9 kcal/mol
HOMO-LUMO gap: 9.796 eV
LUMO energy: 1.08 eV

---

# 2
Below is the molecule C7H12, with properties calculated with ωB97M-V/def2-TZVPD.

Geometry as XYZ:
```
19
Properties=species:S:1:pos:R:3:forces:R:3:lowdin_charge:R:1
C -1.9096 -2.3114 -0.4296 -0.679 -0.879 0.034 -0.0023
C -1.1400 -1.2639 -0.6284 0.536 1.039 0.080 -0.1914
C -1.0105 -0.1962 0.3708 -0.253 -0.124 -0.134 -0.0911
C -0.1104 0.7812 0.3941 0.220 0.025 0.098 -0.3172
C -0.1197 1.8159 1.4721 0.078 0.380 -0.118 -0.0649
C 1.0106 0.9193 -0.6075 -0.735 0.507 -0.345 -0.2317
C 1.9082 -0.2830 -0.6874 0.381 -0.884 -0.073 -0.1057
H -2.0411 -3.1054 -1.1566 0.104 0.119 -0.011 0.0529
H -2.4709 -2.4202 0.4960 0.089 0.038 -0.083 0.0600
H -0.5770 -1.1221 -1.5474 -0.187 -0.233 -0.007 0.0960
H -1.7585 -0.1937 1.1520 -0.125 -0.124 0.158 0.1062
H -1.0177 1.7749 2.0920 0.214 -0.098 0.073 0.0772
H -0.0607 2.8207 1.0292 -0.068 -0.156 0.066 0.0834
H 0.7915 1.7079 2.0708 -0.176 0.035 0.189 0.0869
H 1.5791 1.8165 -0.3537 0.095 -0.064 -0.076 0.1044
H 0.5255 1.1283 -1.5709 0.286 -0.040 -0.082 0.1203
H 1.3649 -1.1857 -0.9833 0.052 0.198 0.090 0.0562
H 2.3150 -0.5010 0.3032 0.207 0.036 -0.108 0.0844
H 2.7212 -0.1822 -1.4154 -0.038 0.224 0.249 0.0764
```
Positions in Å, forces in eV/Å.

Summary:
SMILES: C=C/C=C(/C)CC
ΔE to the lowest compared entry with this formula, charge and spin: 20.2 kcal/mol
HOMO-LUMO gap: 9.509 eV
LUMO energy: 1.10 eV

---

# 3
Below is the molecule C7H12, with properties calculated with ωB97M-V/def2-TZVPD.

Geometry as XYZ:
```
19
Properties=species:S:1:pos:R:3:forces:R:3:lowdin_charge:R:1
C 0.3183 0.0649 2.3859 -0.861 -0.680 -0.902 -0.0641
C 0.4558 -0.8994 1.1580 1.047 -0.912 -0.288 -0.2060
C -0.1485 -0.1349 -0.0660 0.397 -0.559 0.185 -0.4332
C -1.2380 0.8717 0.4688 1.958 -1.337 -2.483 0.0675
C -0.4232 -1.1681 -1.2633 0.139 -0.398 1.522 -0.0708
C 0.7538 -0.1846 -1.2696 -3.215 0.378 -0.280 -0.2001
C 0.6948 0.9303 -2.2230 0.735 0.969 -0.943 -0.1111
H -0.6392 0.6190 1.8896 1.169 -0.136 2.074 0.0351
H 0.1722 -0.3763 3.4021 0.112 0.313 -0.881 0.0796
H 1.1889 0.7282 2.3546 -0.459 0.253 0.245 0.0789
H 0.0026 -1.9115 1.1938 -0.108 0.744 0.747 0.1027
H 1.5579 -1.1227 0.9538 -1.360 0.323 0.151 0.1146
H -1.0180 1.9817 0.4087 -0.991 -1.500 -0.169 0.0862
H -2.1944 0.3287 0.6770 0.939 1.126 0.512 0.0921
H -0.0664 -2.1913 -1.1167 -0.136 0.158 1.056 0.0787
H -1.5446 -1.3043 -1.4252 1.290 1.292 -1.478 0.1198
H 0.3180 1.8065 -1.6628 -0.239 0.084 -0.571 0.0710
H 0.1671 0.7083 -3.1687 -0.519 -0.052 0.678 0.0824
H 1.6429 1.2538 -2.6970 0.100 -0.067 0.825 0.0765
```
Positions in Å, forces in eV/Å.

Summary:
ΔE to the lowest compared entry with this formula, charge and spin: 205.7 kcal/mol
HOMO-LUMO gap: 4.683 eV
LUMO energy: -1.85 eV